An isolated molecule of ClH2O2PS2, computed with wB97M-V/def2-TZVPD.

ORCA input file:
```
! RIJCOSX wB97M-V def2-TZVPD def2/J DEFGRID3
* xyz 0 1
O 0.89218 1.80373 -0.52421
O 2.17264 0.82374 1.34576
P -1.67049 -0.16529 -0.42814
S -0.39658 -0.21729 1.23811
S 1.22815 0.68658 0.29932
Cl 1.83569 -0.58174 -1.15296
H -2.79200 -1.00276 0.36183
H -1.26960 -1.34696 -1.13971
*
```

Output
Calculated total energy: -1749.553752 Eh
M: 164.575 g/mol
Maximum force: 2.92 eV/Å
Orbital gap: 0.3437 Ha
HOMO: -10.10 eV
LUMO: -0.74 eV
SMILES string: O=S(=O)(Cl)SP

***

C42H41Br3IrN6O2P2 as an isolated structure, computed with wB97M-V/def2-TZVPD.

ORCA input file:
```
! RIJCOSX wB97M-V def2-TZVPD def2/J DEFGRID3
* xyz 2 2
Ir -0.16736 0.23596 -0.28904
C -0.38736 -0.25644 3.65676
P -0.52076 0.90966 2.24476
C 1.05834 1.81956 2.48206
N 1.19444 2.64126 3.48096
C 2.29844 3.34346 3.73256
C 2.43884 4.20846 4.81836
C 3.61674 4.89386 5.01576
C 4.68334 4.75026 4.12336
C 4.58364 3.90416 3.04116
C 3.41284 3.17626 2.81826
N 3.25924 2.31576 1.81506
C 2.16374 1.63476 1.61286
P 2.16204 0.52096 0.16646
C 3.14274 1.52546 -1.00084
C 3.35574 -0.86014 0.64436
C 2.68034 -1.68954 1.74256
C 3.54744 -1.65624 -0.65394
C 4.70644 -0.37114 1.15856
C -1.88246 2.12156 2.73826
C -3.14436 1.26046 2.85036
C -1.63476 2.85446 4.04676
C -2.01606 3.10856 1.58206
H -0.27726 0.29016 4.59056
H 0.47604 -0.90394 3.51676
H -1.27966 -0.87954 3.69476
H 1.60554 4.31676 5.49666
H 3.71954 5.54406 5.86986
H 5.59214 5.30546 4.28806
H 5.40134 3.77816 2.34836
H 4.13924 1.67956 -0.58824
H 2.67064 2.49616 -1.14024
H 3.21054 1.01426 -1.96084
H 1.59914 -1.73954 1.60456
H 2.87974 -1.25004 2.71876
H 3.07564 -2.70464 1.75156
H 2.66334 -1.61614 -1.29224
H 3.77174 -2.69754 -0.43524
H 4.37844 -1.25394 -1.22754
H 4.59514 0.27356 2.02786
H 5.27484 0.16406 0.40086
H 5.29534 -1.23784 1.45636
H -3.12286 0.64556 3.74746
H -3.25526 0.61566 1.98076
H -4.02126 1.90156 2.90466
H -1.63596 2.17806 4.89776
H -2.42926 3.58376 4.19726
H -0.68926 3.39466 4.02636
H -2.19566 2.57606 0.64816
H -1.11176 3.70846 1.48146
H -2.85506 3.78046 1.75456
Br 0.52774 5.13736 -0.53644
C 0.09684 4.05426 -2.01614
C -0.10956 4.59956 -3.27464
C -0.35336 3.78106 -4.36034
Br -0.66436 4.57396 -6.04864
C -0.34306 2.36566 -4.22294
C -0.47526 1.45746 -5.28864
C -0.38886 0.10856 -5.04284
C -0.17796 -0.32814 -3.73234
N -0.07986 0.49646 -2.71754
C -0.15676 1.82066 -2.92884
C 0.01854 2.66626 -1.77314
O 0.15774 2.19856 -0.59204
H -0.07756 5.67046 -3.40644
H -0.62916 1.83176 -6.29054
H -0.46976 -0.60684 -5.84374
H -0.07126 -1.38064 -3.51084
Br -0.53246 -5.57534 -6.13064
C -1.74876 -5.57794 -4.67784
C -2.50046 -4.43064 -4.42644
C -3.35546 -4.40224 -3.35594
C -3.47666 -5.52714 -2.50804
C -2.75636 -6.69874 -2.81174
C -1.87926 -6.70724 -3.87094
N -4.24006 -5.49224 -1.39604
N -4.65306 -4.49194 -0.79694
C -4.05066 -3.36364 -0.45264
C -4.83616 -2.21074 -0.23434
C -4.27386 -0.96374 -0.20594
C -2.87096 -0.79214 -0.31024
O -2.29876 0.34976 -0.43474
C -2.04796 -1.96364 -0.27654
N -0.69366 -1.76134 -0.22244
C 0.09464 -2.82914 -0.27524
C -0.38406 -4.13184 -0.28914
C -1.74596 -4.35754 -0.31224
C -2.61086 -3.26074 -0.34984
H -2.40726 -3.56464 -5.06634
H -3.94826 -3.52034 -3.15884
H -2.86456 -7.56484 -2.17944
H -1.28496 -7.58574 -4.07514
H -5.90696 -2.33104 -0.19564
H -4.89796 -0.08574 -0.13964
H 1.15834 -2.65104 -0.28774
H 0.32014 -4.94764 -0.27344
H -2.13796 -5.36204 -0.28634
*
```

Output
Calculated total energy: -10612.716514 Eh
M: 1155.707 g/mol
Maximum force: 3.00 eV/Å
Expectation value of S²: 0.82
Orbital gap (alpha / beta): 0.1869 / 0.1685 Ha
HOMO (alpha / beta): -11.98 / -11.98 eV
LUMO (alpha / beta): -6.89 / -7.39 eV